1:
DFT (wB97M-V/def2-TZVPD) results for an isolated molecule of C8H6O3.

Computed properties:
Gap between HOMO and LUMO   9.2585 eV
HOMO   -0.3353 hartree
SMILES   O=C1Cc2cc(O)ccc2O1
Total charge   0
LUMO level   0.13 eV

Each line ends with the Löwdin charge.
Cartesian coordinates (Å):
O (-3.99, -0.18, -0.47)  0.06
C (-2.81, -0.03, -0.01)  -0.33
C (-1.63, -1.20, 0.21)  -0.01
C (-0.38, -0.44, 0.10)  -0.18
C (1.00, -0.91, -0.12)  0.01
C (2.05, 0.00, -0.29)  -0.32
O (3.33, -0.48, 0.02)  -0.02
C (1.72, 1.40, -0.27)  0.04
C (0.26, 1.90, -0.03)  0.07
C (-0.78, 0.93, 0.23)  -0.16
O (-2.21, 1.14, 0.27)  0.09
H (-1.68, -1.92, 0.97)  0.10
H (-1.78, -1.64, -0.84)  0.15
H (1.26, -2.10, 0.27)  0.19
H (3.40, -1.51, -0.08)  0.15
H (2.40, 2.14, 0.00)  0.07
H (-0.16, 2.90, 0.03)  0.10

***

2:
DFT (wB97M-V/def2-TZVPD) results for a structure of composition C8H6O3.

Computed properties:
Gap between HOMO and LUMO   8.4690 eV
HOMO   -0.3107 hartree
Total charge   0
LUMO level   0.02 eV

Each line ends with the Löwdin charge.
Cartesian coordinates (Å):
C (-1.29, 0.76, 1.10)  0.05
C (-0.42, 0.99, 0.00)  -0.25
C (0.36, -0.13, -0.11)  -0.04
C (-0.91, -0.42, 1.61)  -0.26
C (1.30, 0.35, -1.77)  0.00
C (0.67, 1.72, -1.89)  -0.44
C (2.16, -0.23, -2.56)  0.06
C (-1.29, -1.53, 2.58)  0.01
O (0.81, 2.48, -2.80)  0.14
O (0.04, -1.05, 0.79)  0.04
O (-0.24, 1.98, -0.92)  0.11
H (-2.10, 1.41, 1.56)  0.15
H (2.51, 0.37, -3.43)  0.09
H (2.65, -1.26, -2.48)  0.10
H (-2.46, -1.63, 2.71)  0.13
H (-0.86, -2.36, 2.06)  0.07
H (-0.95, -1.47, 3.54)  0.03

***

Going by the computed energies, the most stable comes first: 1, 2.

***

1:
DFT (wB97M-V/def2-TZVPD) results for an isolated molecule of C22H26N2O4.

Computed properties:
Gap between HOMO and LUMO   9.0241 eV
HOMO   -0.3065 hartree
SMILES   COc1cccc(OC)c1C(=O)Nc1ccccc1C(=O)N1CCCCCC1
Total charge   0
LUMO level   0.68 eV

Each line ends with the Löwdin charge.
Cartesian coordinates (Å):
C (-0.59, -4.59, -0.11)  -0.07
O (-1.12, -3.29, 0.06)  -0.08
C (-1.89, -2.76, -0.94)  -0.22
C (-2.17, -3.40, -2.14)  -0.03
C (-2.97, -2.77, -3.08)  -0.07
C (-3.48, -1.51, -2.85)  -0.02
C (-3.21, -0.86, -1.65)  -0.22
O (-3.63, 0.39, -1.34)  -0.06
C (-4.50, 1.06, -2.22)  -0.08
C (-2.42, -1.49, -0.68)  0.01
C (-2.22, -0.84, 0.65)  -0.39
O (-3.13, -0.46, 1.35)  0.11
N (-0.89, -0.71, 0.96)  0.16
C (-0.31, -0.23, 2.14)  -0.17
C (-1.04, 0.01, 3.30)  0.00
C (-0.39, 0.46, 4.43)  -0.07
C (0.98, 0.65, 4.44)  -0.08
C (1.71, 0.42, 3.28)  -0.04
C (1.07, 0.01, 2.12)  -0.10
C (1.87, -0.27, 0.88)  -0.44
O (2.54, -1.28, 0.77)  0.07
N (1.77, 0.66, -0.10)  -0.05
C (1.05, 1.91, 0.04)  -0.13
C (1.87, 2.96, 0.80)  -0.16
C (3.05, 3.50, 0.00)  -0.21
C (3.98, 2.42, -0.55)  -0.19
C (3.36, 1.67, -1.74)  -0.18
C (2.53, 0.45, -1.32)  -0.14
H (-1.37, -5.34, -0.22)  0.10
H (0.09, -4.63, -0.97)  0.10
H (-0.02, -4.78, 0.80)  0.10
H (-1.78, -4.38, -2.35)  0.10
H (-3.18, -3.27, -4.01)  0.11
H (-4.09, -1.04, -3.61)  0.10
H (-4.74, 2.00, -1.73)  0.10
H (-5.42, 0.48, -2.37)  0.10
H (-4.03, 1.26, -3.19)  0.10
H (-0.24, -1.09, 0.29)  0.14
H (-2.10, -0.15, 3.30)  0.10
H (-0.96, 0.64, 5.33)  0.10
H (1.49, 0.99, 5.33)  0.10
H (2.78, 0.56, 3.27)  0.12
H (0.80, 2.27, -0.95)  0.13
H (0.12, 1.73, 0.58)  0.12
H (2.23, 2.51, 1.73)  0.10
H (1.21, 3.79, 1.07)  0.12
H (2.68, 4.11, -0.83)  0.11
H (3.63, 4.16, 0.66)  0.11
H (4.90, 2.91, -0.89)  0.11
H (4.25, 1.72, 0.23)  0.12
H (2.76, 2.36, -2.32)  0.10
H (4.16, 1.31, -2.39)  0.11
H (3.19, -0.40, -1.12)  0.12
H (1.85, 0.18, -2.13)  0.13

***

2:
DFT (wB97M-V/def2-TZVPD) results for an isolated molecule of C22H26N2O4.

Computed properties:
Gap between HOMO and LUMO   7.8669 eV
HOMO   -0.2656 hartree
SMILES   CCOc1ccccc1C(=O)OCC(=O)Nc1ccc(N2CCCCC2)cc1
Total charge   0
LUMO level   0.64 eV

Each line ends with the Löwdin charge.
Cartesian coordinates (Å):
C (-0.44, 3.07, 2.88)  -0.05
C (-0.29, 1.58, 2.64)  -0.22
O (1.07, 1.20, 2.44)  -0.09
C (1.89, 1.35, 3.53)  -0.23
C (2.88, 2.33, 3.50)  0.00
C (3.71, 2.52, 4.59)  -0.07
C (3.56, 1.75, 5.73)  -0.07
C (2.59, 0.77, 5.77)  0.00
C (1.77, 0.54, 4.67)  -0.06
C (0.79, -0.58, 4.72)  -0.45
O (0.03, -0.81, 5.62)  0.14
O (0.89, -1.32, 3.61)  0.01
C (-0.02, -2.40, 3.41)  -0.04
C (-0.65, -2.37, 2.01)  -0.44
O (-1.52, -3.16, 1.73)  0.07
N (-0.13, -1.42, 1.21)  0.15
C (-0.48, -1.09, -0.10)  -0.22
C (0.20, -0.03, -0.71)  -0.03
C (-0.10, 0.35, -2.00)  -0.02
C (-1.09, -0.31, -2.75)  -0.23
N (-1.41, 0.14, -4.02)  -0.11
C (-0.36, 0.51, -4.94)  -0.17
C (0.10, -0.70, -5.76)  -0.17
C (-1.08, -1.31, -6.51)  -0.21
C (-2.20, -1.65, -5.53)  -0.18
C (-2.55, -0.40, -4.72)  -0.18
C (-1.76, -1.36, -2.12)  -0.01
C (-1.47, -1.74, -0.82)  0.00
H (-0.01, 3.63, 2.05)  0.08
H (-1.50, 3.32, 2.96)  0.08
H (0.06, 3.37, 3.80)  0.08
H (-0.71, 1.02, 3.49)  0.12
H (-0.80, 1.28, 1.73)  0.12
H (2.97, 2.94, 2.62)  0.12
H (4.47, 3.28, 4.55)  0.11
H (4.19, 1.91, 6.59)  0.10
H (2.46, 0.14, 6.64)  0.12
H (-0.81, -2.36, 4.17)  0.14
H (0.52, -3.34, 3.53)  0.15
H (0.60, -0.84, 1.61)  0.12
H (0.96, 0.50, -0.15)  0.11
H (0.43, 1.20, -2.42)  0.10
H (0.49, 0.94, -4.41)  0.10
H (-0.76, 1.28, -5.62)  0.12
H (0.89, -0.40, -6.46)  0.11
H (0.52, -1.44, -5.08)  0.12
H (-0.76, -2.20, -7.05)  0.11
H (-1.44, -0.59, -7.25)  0.11
H (-3.08, -2.01, -6.07)  0.11
H (-1.86, -2.44, -4.86)  0.11
H (-3.36, -0.59, -4.02)  0.11
H (-2.90, 0.38, -5.41)  0.12
H (-2.53, -1.91, -2.64)  0.10
H (-2.00, -2.56, -0.37)  0.10

***

Going by the computed energies, the most stable comes first: 2, 1.

***

1:
DFT (wB97M-V/def2-TZVPD) results for the ion C6H11N with charge -1.

Computed properties:
Gap between HOMO and LUMO (alpha / beta)   4.0645 / 6.2070 eV
HOMO (alpha / beta)   0.0058 / -0.0784 hartree
⟨S²⟩   0.76
Spin multiplicity   2
Total charge   -1
LUMO level (alpha / beta)   4.22 / 4.07 eV

Each line ends with the Mulliken spin population.
Cartesian coordinates (Å):
C (1.73, -2.40, 0.83)  0.05
N (1.22, -0.30, -1.31)  0.01
C (0.43, -0.39, -0.14)  0.11
C (0.59, -1.33, 0.85)  0.01
C (-2.46, 2.03, -0.24)  -0.07
C (-1.29, 1.36, -0.82)  0.54
C (-0.48, 0.71, 0.12)  0.20
H (1.38, -3.44, 1.02)  -0.01
H (2.26, -2.45, -0.15)  -0.02
H (2.47, -2.01, 1.51)  0.01
H (2.14, -0.79, -1.34)  -0.01
H (1.50, 0.67, -1.39)  -0.03
H (0.26, -1.33, 1.85)  -0.01
H (-2.72, 2.96, -0.82)  0.01
H (-3.50, 1.44, -0.32)  0.05
H (-2.41, 2.34, 0.80)  0.04
H (-0.75, 1.74, -1.68)  0.07
H (-0.38, 1.17, 1.23)  0.04

***

2:
DFT (wB97M-V/def2-TZVPD) results for the ion C6H11N with charge -1.

Computed properties:
Gap between HOMO and LUMO (alpha / beta)   3.2471 / 7.0946 eV
HOMO (alpha / beta)   0.0406 / -0.1119 hartree
⟨S²⟩   0.76
Spin multiplicity   2
Total charge   -1
LUMO level (alpha / beta)   4.35 / 4.05 eV

Each line ends with the Mulliken spin population.
Cartesian coordinates (Å):
C (1.86, -0.85, 1.59)  0.25
C (0.48, -1.32, 1.06)  0.05
N (-1.16, 1.32, 0.74)  0.30
C (-0.55, 0.66, -0.34)  -0.20
C (0.13, -0.48, -0.14)  0.15
C (-1.24, 0.49, -2.66)  0.50
C (-0.73, 1.32, -1.69)  0.27
H (2.55, -0.35, 0.89)  -0.03
H (1.89, -0.01, 2.37)  -0.03
H (2.54, -1.59, 1.97)  -0.09
H (-0.31, -0.97, 1.71)  0.02
H (0.49, -2.38, 1.09)  -0.03
H (-1.04, 0.82, 1.58)  -0.08
H (-2.19, 1.63, 0.63)  -0.07
H (0.63, -0.96, -1.04)  0.01
H (-1.29, 0.80, -3.65)  0.00
H (-1.46, -0.55, -2.46)  -0.02
H (-0.61, 2.39, -1.64)  0.00

***

3:
DFT (wB97M-V/def2-TZVPD) results for the ion C6H11N with charge -1.

Computed properties:
Gap between HOMO and LUMO (alpha / beta)   3.7181 / 6.6060 eV
HOMO (alpha / beta)   0.0260 / -0.0850 hartree
⟨S²⟩   0.76
Spin multiplicity   2
Total charge   -1
LUMO level (alpha / beta)   4.43 / 4.29 eV

Each line ends with the Mulliken spin population.
Cartesian coordinates (Å):
C (2.68, -0.67, -1.45)  0.02
N (0.14, 1.05, -1.27)  -0.07
C (0.49, 0.06, -0.33)  0.26
C (1.51, -0.83, -0.51)  0.13
C (-2.52, 0.19, 2.15)  -0.05
C (-1.76, 0.24, 0.85)  0.44
C (-0.46, -0.19, 0.75)  0.13
H (2.65, 0.22, -2.08)  -0.03
H (2.75, -1.55, -2.09)  0.02
H (3.66, -0.63, -0.94)  0.01
H (-0.83, 1.33, -1.18)  0.03
H (0.42, 0.92, -2.23)  -0.04
H (1.56, -1.75, 0.07)  0.00
H (-2.03, 0.73, 2.97)  0.03
H (-2.81, -0.81, 2.50)  0.04
H (-3.49, 0.71, 2.01)  0.02
H (-2.33, 0.48, -0.05)  0.04
H (0.04, -0.47, 1.68)  0.02

***

Going by the computed energies, the most stable comes first: 3, 2, 1.

***

1:
DFT (wB97M-V/def2-TZVPD) results for a cluster of 5 separate species, C2H16NO5 in total.

Computed properties:
Gap between HOMO and LUMO   11.1189 eV
HOMO   -0.5129 hartree
Total charge   +1
LUMO level   -2.84 eV

Each line ends with the Löwdin charge.
Cartesian coordinates (Å):
C (2.01, 0.92, 1.51)  -0.26
O (1.96, 2.26, 1.43)  -0.06
C (0.69, 0.29, 0.76)  -0.10
N (-0.65, 0.94, 1.12)  0.16
H (2.23, 0.61, 2.51)  0.11
H (2.82, 0.41, 0.91)  0.14
H (1.84, 2.64, 0.49)  0.16
H (0.84, 0.37, -0.32)  0.10
H (0.66, -0.85, 0.89)  0.15
H (-1.26, 0.77, 0.27)  0.13
H (-0.49, 2.04, 1.25)  0.22
H (-0.97, 0.66, 1.97)  0.07
H (-2.99, -0.82, 1.28)  0.03
H (-2.85, -1.78, 2.35)  0.11
O (-2.43, -0.90, 2.05)  -0.06
H (-0.81, -0.38, -2.05)  0.03
H (-1.89, -1.19, -1.43)  0.04
O (-1.31, -0.39, -1.27)  -0.05
H (3.60, -0.39, -3.07)  -0.02
H (3.45, 1.25, -3.15)  0.06
O (3.24, 0.38, -2.78)  -0.03
H (-3.39, -3.17, -1.50)  0.04
H (-2.93, -2.87, -2.70)  0.05
O (-2.65, -2.74, -1.83)  0.02

***

2:
DFT (wB97M-V/def2-TZVPD) results for a cluster of 6 separate species, C2H16NO5 in total.

Computed properties:
Gap between HOMO and LUMO   11.8479 eV
HOMO   -0.5336 hartree
Total charge   +1
LUMO level   -2.67 eV

Each line ends with the Löwdin charge.
Cartesian coordinates (Å):
C (2.56, -1.46, 0.89)  -0.13
C (1.96, -1.50, 2.06)  0.08
N (1.77, -1.37, -0.35)  0.18
H (3.55, -1.87, 0.72)  0.12
H (2.55, -1.51, 2.93)  0.07
H (0.89, -1.35, 2.20)  0.09
H (1.11, -2.12, -0.55)  0.14
H (1.28, -0.44, -0.36)  0.09
H (2.30, -1.38, -1.19)  0.15
H (-0.85, 2.39, 1.54)  0.02
H (0.14, 3.63, 1.63)  0.07
O (-0.17, 2.89, 1.10)  -0.04
H (-1.65, -3.34, -1.70)  0.04
H (-1.41, -1.83, -1.65)  0.00
O (-0.96, -2.68, -1.68)  -0.05
H (-2.21, 0.62, -0.58)  0.02
H (-2.06, 0.48, -2.10)  0.08
O (-1.69, 0.16, -1.27)  -0.05
H (0.93, 2.00, -0.34)  0.07
H (-0.07, 0.95, -1.00)  0.02
O (0.89, 1.12, -0.81)  -0.09
H (-2.88, 2.52, -0.05)  0.09
H (-3.44, 2.11, 1.25)  0.09
O (-2.77, 1.81, 0.61)  -0.05

***

Going by the computed energies, the most stable comes first: 2, 1.